Formula: C15H27F3NiO7P2Sb2
Source: the OMol25 dataset
Level of theory: ωB97M-V/def2-TZVPD

```
57
C15H27F3NiO7P2Sb2 (ωB97M-V/def2-TZVPD)
Ni 2.16133 0.66767 -0.21524
C -3.85482 2.08830 2.68003
Sb -2.36994 1.68181 1.16342
C -0.86280 2.87317 2.12958
C -1.66736 -0.15756 2.07811
C -2.07296 -1.41666 1.37078
C -3.36102 -1.54081 0.85207
C -3.78344 -2.68791 0.20356
C -2.90932 -3.75498 0.06128
C -1.63388 -3.65896 0.58815
C -1.20106 -2.50784 1.24706
C 0.16750 -2.49847 1.85297
Sb 1.73800 -1.75704 0.57810
C 1.25970 -2.93048 -1.13635
C 3.31758 -2.97317 1.32839
H -3.53881 1.69571 3.64628
H -4.81550 1.64996 2.41183
H -3.98520 3.16753 2.76549
H -0.69742 2.50952 3.14430
H -1.18812 3.91229 2.17770
H 0.07133 2.82160 1.57189
H -2.06566 -0.14210 3.09682
H -0.58604 -0.05700 2.15150
H -4.05125 -0.70960 0.95258
H -4.78876 -2.74611 -0.19234
H -3.22106 -4.65817 -0.44664
H -0.95663 -4.50197 0.50389
H 0.50175 -3.52050 2.04157
H 0.20401 -1.96304 2.79925
H 1.16724 -3.97585 -0.84305
H 2.06195 -2.83415 -1.86648
H 0.31168 -2.60131 -1.55998
H 2.98606 -4.01061 1.35159
H 3.60375 -2.65126 2.32710
H 4.17819 -2.87071 0.67057
C -0.71204 3.25842 -1.98755
C 0.39853 2.35014 -2.51477
O 0.59042 2.52632 -3.93109
P 1.98504 2.86030 -1.80755
O 3.07559 1.86468 -2.41009
O 2.29085 4.28217 -2.42463
O 2.07557 2.77663 -0.32845
P -0.01076 0.59124 -2.13576
O 1.25179 -0.16362 -2.84454
O -1.27228 0.23337 -2.80345
O 0.18515 0.46951 -0.62555
H -0.61814 4.24687 -2.43862
H -0.65130 3.35663 -0.90457
H -1.68626 2.83933 -2.24012
H -0.13926 2.07674 -4.38029
H 2.84308 1.49435 -3.27473
H 2.00417 4.34115 -3.34858
H 0.95703 -0.97987 -3.26712
F 4.64122 -0.41981 -0.35697
C 3.94421 0.46677 0.42246
F 4.05643 -0.01710 1.69904
F 4.67192 1.60448 0.41715
```

As for the HOMO-LUMO gap (alpha / beta): 0.295 / 0.295 Eh. The value obtained for the largest force on an atom is 1.989 eV Å⁻¹. As for the LUMO energy (alpha / beta): -0.24 / -0.23 eV. The calculated total energy comes out at -4085.741479 hartree. The HOMO energy (alpha / beta) is -8.25 / -8.25 eV.

And the Löwdin charges, in e, turn out to be: number 1, Ni, carries 0.3095; number 2, C, carries -0.3594; number 3, Sb, carries 1.3321; number 4, C, carries -0.3357; number 5, C, carries -0.3432; number 6, C, carries -0.2764; number 7, C, carries -0.0674; number 8, C, carries -0.0786; number 9, C, carries -0.0845; number 10, C, carries -0.0664; number 11, C, carries -0.2802; number 12, C, carries -0.2853; number 13, Sb, carries 1.5491; number 14, C, carries -0.2782; number 15, C, carries -0.2858; number 16, H, carries -0.0011; number 17, H, carries -0.0116; number 18, H, carries -0.0071; number 19, H, carries 0.0083; number 20, H, carries 0.0015; number 21, H, carries -0.0221; number 22, H, carries 0.0697; number 23, H, carries 0.0310; number 24, H, carries 0.0849; number 25, H, carries 0.1031; number 26, H, carries 0.1012; number 27, H, carries 0.1069; number 28, H, carries 0.0636; number 29, H, carries 0.0633; number 30, H, carries 0.0135; number 31, H, carries 0.0125; number 32, H, carries 0.0085; number 33, H, carries 0.0108; number 34, H, carries 0.0126; number 35, H, carries 0.0092; number 36, C, carries -0.0705; number 37, C, carries -0.5865; number 38, O, carries -0.0686; number 39, P, carries 0.4869; number 40, O, carries -0.0986; number 41, O, carries -0.0654; number 42, O, carries -0.2347; number 43, P, carries 0.3248; number 44, O, carries -0.1664; number 45, O, carries -0.2666; number 46, O, carries -0.4300; number 47, H, carries 0.0904; number 48, H, carries 0.0494; number 49, H, carries 0.0809; number 50, H, carries 0.1070; number 51, H, carries 0.0927; number 52, H, carries 0.0977; number 53, H, carries 0.0803; number 54, F, carries 0.0219; number 55, C, carries -0.6256; number 56, F, carries 0.0044; number 57, F, carries 0.0682